# 1
ORCA calculation (ωB97M-V/def2-TZVPD) on 8 unconnected molecules or ions with the total composition C60H50F3N10O20P at a distorted geometry.

XYZ file:
```
144
Properties=species:S:1:pos:R:3:forces:R:3:mulliken_charge:R:1
C 0.31748 6.87120 -2.72908 1.909 -1.073 0.620 -0.85
C 0.36243 5.28011 -3.01525 -2.568 0.668 -1.496 0.66
O -0.60643 4.76423 -3.60875 3.639 0.783 2.178 -0.53
O 1.54171 4.61678 -2.59781 -1.898 0.360 -0.883 -0.33
C 1.44701 3.17716 -2.74694 -0.113 -1.491 -0.100 -0.75
C 1.56764 2.64614 -4.24360 -0.414 -1.459 -2.913 0.84
C 2.51898 3.28448 -5.31474 -1.699 -2.715 -1.278 0.88
C 3.42411 4.55937 -5.00518 -1.466 -0.339 1.477 -0.75
O 4.59133 4.69682 -5.85108 1.181 -1.722 1.685 -0.29
C 5.72458 4.07456 -5.29617 1.317 1.251 -1.763 0.91
F 5.57474 2.70070 -5.03184 0.230 3.263 0.086 -0.22
F 6.75472 4.17920 -6.28145 -2.512 -0.406 2.466 -0.27
F 6.20075 4.81668 -4.17705 -1.216 -2.433 -2.125 -0.26
C 2.52747 2.63182 -6.71019 -1.729 -1.317 1.131 -0.06
C 1.67870 1.39121 -7.10827 -0.411 1.368 3.298 -0.25
C 0.73626 0.74593 -6.07153 2.240 3.282 1.686 0.01
P -0.25202 -0.77722 -6.60335 -0.386 -0.736 -1.287 0.24
N -1.87288 -0.78980 -5.91367 1.419 -1.462 0.756 -0.54
O 0.55473 -2.10952 -5.86654 0.184 1.763 0.230 -0.53
C 0.70477 1.40159 -4.63797 1.351 0.833 -1.716 0.63
C -0.30499 0.68386 -3.59743 1.366 0.340 -0.177 -0.48
C 0.31603 -0.39811 -2.74108 -2.959 -0.094 0.931 -0.30
C -0.56435 -1.18218 -1.74945 -1.692 3.718 -3.112 -0.68
C -2.02408 -0.69799 -1.81177 2.775 0.700 -1.300 -0.26
C -2.39530 0.44473 -2.73896 -0.318 -0.461 0.557 -0.44
N -1.62464 1.19832 -3.66339 2.036 -4.584 3.784 -0.31
C 2.03093 1.03025 -8.61831 -0.954 -0.694 -0.579 0.01
O 1.36636 0.43835 -9.49924 2.993 2.230 3.452 -0.54
N 3.37908 1.64471 -8.73668 -2.127 1.296 -0.738 -0.17
C 3.31403 2.96567 -8.05098 0.718 1.123 -0.269 0.16
O 3.76145 4.02282 -8.53163 -1.462 -3.762 1.830 -0.58
H -0.74188 7.28332 -2.74565 1.522 -0.835 -0.131 0.26
H 0.83613 7.01783 -1.70722 -0.994 0.015 -1.550 0.28
H 1.01246 7.37940 -3.49889 -1.307 -0.727 1.112 0.24
H 0.45230 2.85736 -2.25764 1.550 0.231 -1.122 0.30
H 2.29979 2.67601 -2.14911 -1.229 1.232 -0.811 0.40
H 3.76052 4.52104 -3.91076 -0.558 0.004 -1.502 0.43
H 2.74345 5.48936 -5.08206 1.428 -1.349 -0.282 0.19
H -2.37082 -1.53251 -6.44888 0.485 0.913 0.189 0.35
H -1.86801 -1.17187 -4.94138 -0.076 0.710 -0.677 0.21
H 1.49253 -1.86454 -5.70684 -0.753 -0.304 -0.077 0.32
H 1.42674 -0.63606 -2.82728 -1.761 0.502 -0.027 0.40
H -0.17254 -2.00357 -1.07245 -0.662 1.244 -1.044 0.41
H -2.82037 -1.19296 -1.16390 1.194 0.887 -1.087 0.45
H -3.50278 0.76983 -2.69714 1.893 -0.620 -0.111 0.48
H 3.76167 1.69895 -9.69660 -0.567 0.118 0.613 0.28
O -4.18968 -2.02697 0.58066 -0.041 0.690 0.324 -0.62
N -4.39089 -0.96506 1.16596 0.367 -0.104 0.214 1.17
O -3.60717 -0.44382 1.95044 -0.444 -0.398 -0.650 -0.59
C -5.65598 -0.27643 0.91067 -0.731 0.339 -0.161 -0.08
C -6.59113 -0.85164 0.05226 0.006 -0.104 -0.051 -0.14
C -7.80040 -0.20347 -0.16974 0.107 0.141 0.164 -0.63
C -8.06712 1.00937 0.45842 0.031 -0.043 -0.019 -0.42
C -7.12506 1.58326 1.30722 0.034 -0.206 -0.142 -0.54
C -5.91381 0.94135 1.53744 0.078 0.110 0.095 -0.26
H -6.39535 -1.79577 -0.44373 0.139 0.133 0.157 0.45
H -8.53816 -0.64442 -0.83149 0.146 0.032 0.050 0.38
H -9.01514 1.51004 0.28608 0.115 -0.057 0.009 0.42
H -7.33744 2.53036 1.79181 0.074 -0.113 -0.039 0.41
H -5.18885 1.39734 2.20280 0.011 -0.231 -0.116 0.46
O -6.43107 1.26235 -2.86863 -0.206 0.379 -0.144 -0.56
N -6.96563 2.28248 -3.28121 -0.193 -0.418 -0.254 1.08
O -7.87186 2.30542 -4.09989 0.416 -0.026 0.447 -0.63
C -6.48169 3.56272 -2.76009 0.306 0.723 0.307 -0.31
C -5.42441 3.57885 -1.85200 0.058 -0.073 0.034 0.34
C -4.95169 4.79732 -1.37747 -0.223 0.023 -0.158 -1.04
C -5.53564 5.98587 -1.80536 -0.027 -0.026 0.034 -0.04
C -6.59791 5.96289 -2.70442 0.119 -0.198 0.108 -0.52
C -7.07570 4.74887 -3.18670 -0.065 0.033 -0.061 -0.44
H -4.96065 2.65982 -1.51077 -0.185 0.025 -0.167 0.49
H -4.12475 4.82132 -0.67543 -0.088 -0.059 -0.093 0.41
H -5.16019 6.93566 -1.43716 -0.029 -0.113 -0.085 0.33
H -7.05083 6.89269 -3.03213 0.048 -0.124 0.003 0.42
H -7.90172 4.74437 -3.88927 0.144 -0.206 0.083 0.46
O -6.17801 10.43149 -2.32934 0.511 -0.247 0.285 -0.60
N -5.16518 9.98844 -1.80897 -0.197 -0.064 -0.573 1.06
O -4.39935 9.20008 -2.34652 -0.322 0.316 0.267 -0.57
C -4.84943 10.42691 -0.44752 0.171 0.249 0.798 -0.02
C -5.71616 11.29527 0.21341 -0.093 0.035 -0.021 -0.35
C -5.42466 11.69000 1.51467 0.188 -0.164 -0.091 -0.44
C -4.27468 11.22255 2.14392 -0.005 -0.007 -0.028 -0.37
C -3.40779 10.36364 1.47466 -0.229 0.099 -0.082 -0.50
C -3.69259 9.96131 0.17418 0.071 -0.076 -0.009 -0.25
H -6.61527 11.66649 -0.26568 0.176 -0.169 -0.100 0.44
H -6.09602 12.36050 2.04062 0.058 -0.078 -0.109 0.37
H -4.05328 11.52851 3.16190 -0.021 -0.030 -0.127 0.37
H -2.51135 10.00478 1.96907 -0.095 0.023 -0.101 0.36
H -3.01076 9.28931 -0.33529 -0.222 0.106 -0.092 0.51
O 9.87892 -3.08312 -7.95065 -0.124 0.513 0.269 -0.60
N 9.67102 -2.03060 -7.36419 0.548 -0.306 0.090 0.99
O 10.44804 -1.51384 -6.57473 -0.380 -0.216 -0.371 -0.60
C 8.40243 -1.34486 -7.62164 -0.750 0.386 -0.140 -0.13
C 7.47338 -1.91987 -8.48680 -0.013 -0.103 -0.063 -0.37
C 6.26022 -1.27709 -8.70970 0.202 0.137 0.194 -0.61
C 5.98392 -0.06889 -8.07540 -0.002 -0.052 -0.008 -0.05
C 6.92076 0.50504 -7.22048 0.035 -0.237 -0.137 -0.31
C 8.13545 -0.13211 -6.98949 0.045 0.065 0.079 -0.40
H 7.67626 -2.86037 -8.98686 0.162 0.124 0.177 0.44
H 5.52715 -1.71955 -9.37637 0.115 0.011 0.065 0.43
H 5.03179 0.42822 -8.24777 0.360 -0.204 0.131 0.46
H 6.70188 1.44794 -6.73118 0.099 -0.143 -0.077 0.29
H 8.85539 0.32392 -6.31883 0.025 -0.232 -0.130 0.46
O 0.40286 -4.38657 6.57704 -0.114 0.410 -0.372 -0.60
N 0.10110 -3.52281 5.76497 0.350 0.088 0.380 1.00
O 0.54719 -2.38432 5.76936 -0.186 -0.526 0.005 -0.61
C -0.86303 -3.87482 4.71970 -0.593 -0.198 -0.609 -0.14
C -1.42253 -5.15104 4.70266 0.042 -0.062 0.146 -0.25
C -2.35525 -5.47381 3.72313 0.041 0.235 -0.058 -0.55
C -2.71923 -4.52811 2.76857 0.062 -0.012 0.070 -0.36
C -2.14916 -3.25809 2.78458 0.115 -0.189 0.129 -0.09
C -1.21757 -2.92580 3.76246 0.027 0.074 -0.001 -0.48
H -1.14811 -5.89700 5.43996 0.069 0.217 -0.057 0.53
H -2.80146 -6.46268 3.70521 0.116 0.089 0.072 0.41
H -3.45209 -4.78168 2.00820 0.090 0.053 0.065 0.42
H -2.43483 -2.52732 2.03840 0.109 -0.124 0.170 0.27
H -0.78319 -1.93210 3.76622 0.023 -0.185 0.160 0.46
O -0.85121 -8.16635 5.89851 -0.165 -0.301 0.384 -0.63
N -1.12201 -8.82133 6.89635 -0.328 -0.094 -0.274 1.02
O -2.12123 -9.51441 7.01732 0.472 0.346 -0.108 -0.61
C -0.18776 -8.76596 8.02205 0.528 0.026 0.635 0.03
C 0.94445 -7.95671 7.93671 0.069 0.104 -0.044 -0.17
C 1.81642 -7.88847 9.01692 -0.331 -0.085 0.050 -0.46
C 1.55890 -8.62671 10.16871 -0.341 0.085 0.018 -0.22
C 0.43216 -9.44034 10.24363 0.114 0.212 -0.208 -0.54
C -0.44751 -9.51298 9.16874 -0.109 -0.092 0.017 -0.43
H 1.15658 -7.37648 7.04546 -0.203 -0.117 0.065 0.40
H 2.69645 -7.25705 8.96288 -0.130 -0.089 -0.089 0.37
H 2.23810 -8.56683 11.01205 -0.158 -0.009 -0.117 0.40
H 0.23777 -10.01557 11.14275 -0.024 0.046 -0.128 0.37
H -1.32340 -10.14827 9.24094 0.071 0.157 -0.200 0.45
O 5.43023 -7.94481 8.79485 -0.156 -0.311 0.494 -0.59
N 5.16038 -8.59802 9.79242 -0.245 -0.053 -0.468 1.03
O 4.15989 -9.29144 9.91490 0.916 0.159 -0.077 -0.60
C 6.09524 -8.54217 10.91859 0.534 0.070 0.668 0.10
C 7.22744 -7.73426 10.83257 0.031 0.070 -0.069 -0.32
C 8.09982 -7.66574 11.91341 -0.200 -0.166 0.054 -0.45
C 7.84167 -8.40269 13.06544 -0.021 -0.004 -0.025 -0.39
C 6.71455 -9.21569 13.14110 0.081 0.159 -0.195 -0.52
C 5.83505 -9.28830 12.06622 -0.083 -0.051 0.041 -0.21
H 7.43978 -7.15518 9.94076 -0.212 -0.153 0.044 0.43
H 8.98071 -7.03482 11.85943 -0.121 -0.069 -0.042 0.36
H 8.52212 -8.34235 13.90942 -0.078 -0.015 -0.105 0.37
H 6.51992 -9.79018 14.04048 -0.016 0.049 -0.132 0.37
H 4.95876 -9.92307 12.13884 0.077 0.145 -0.202 0.42
```
Forces are in eV/Å.

For the calculated total energy, the calculation gives -136297.508 eV. Its net charge is 0. For the LUMO energy, the calculation gives -1.07 eV. As for the maximum force: 0.12219 hartree/bohr. As for the SMILES: CC(=O)OCc1c(COC(F)(F)F)c2c(c(P(N)O)c1-c1ccccn1)C(=O)NC2=O.O=[N+]([O-])c1ccccc1.O=[N+]([O-])c1ccccc1.O=[N+]([O-])c1ccccc1.O=[N+]([O-])c1ccccc1.O=[N+]([O-])c1ccccc1.O=[N+]([O-])c1ccccc1.O=[N+]([O-])c1ccccc1. Its gap between HOMO and LUMO is 7.36 eV.

# 2
ORCA calculation (ωB97M-V/def2-TZVPD) on a single C24H26N4O4S molecule.

XYZ file:
```
59
Properties=species:S:1:pos:R:3:forces:R:3:mulliken_charge:R:1
O 2.61796 1.43148 -1.78075 0.100 -0.156 -0.054 -0.68
C 2.79107 1.93915 -0.69050 -0.044 0.177 -0.054 0.71
N 1.78292 2.56316 -0.00434 -0.158 0.240 0.044 -0.14
C 0.42876 2.28893 -0.41988 0.306 -0.058 -0.026 -1.36
C -0.05488 1.01507 0.27531 0.085 0.218 -0.192 1.05
O 0.60819 0.53780 1.18718 0.163 -0.003 0.236 -0.76
N -1.19172 0.44295 -0.15686 -0.092 -0.196 0.126 0.55
C -2.00478 0.90294 -1.26034 -0.019 0.225 -0.250 -1.63
C -3.17856 1.70606 -0.78680 -0.372 0.171 -0.288 0.48
C -3.27120 2.51039 0.30605 0.158 -0.102 -0.288 -0.34
C -4.54741 3.09960 0.45225 -0.168 0.099 -0.043 -0.79
C -5.40254 2.73885 -0.53463 0.020 -0.152 -0.297 -0.40
S -4.67190 1.66548 -1.66148 0.300 0.289 0.459 -0.09
C -1.58646 -0.83336 0.46482 0.093 -0.135 0.130 -0.07
C -0.89271 -1.91362 -0.39592 -0.085 0.268 0.603 0.26
O -1.41704 -2.47325 -1.33821 -0.240 -0.143 -0.407 -0.72
N 0.37976 -2.09445 -0.01821 0.417 -0.051 0.203 -0.18
C 1.34465 -2.86017 -0.78276 -0.107 -0.193 -0.321 -0.19
C 2.40839 -1.93254 -1.38332 -0.095 0.075 0.066 -0.88
C 3.42349 -1.78094 -0.25590 0.098 -0.082 -0.158 -0.25
C 3.53489 -3.19992 0.30187 0.069 0.041 0.096 -0.73
C 2.12917 -3.80609 0.14757 0.022 -0.119 -0.006 -1.01
C -3.07918 -0.92243 0.63109 -0.153 -0.305 0.002 -0.13
C -3.93583 -1.53648 -0.27485 -0.068 -0.079 0.117 -0.41
C -5.30038 -1.50812 -0.03133 0.056 0.053 0.130 -0.63
C -5.75985 -0.85605 1.10032 -0.157 -0.198 -0.283 -0.33
N -4.95377 -0.28209 1.97907 -0.127 0.250 0.462 -0.66
C -3.65668 -0.32507 1.75141 0.234 -0.172 -0.196 -0.24
C 4.10257 1.99162 -0.02530 0.062 0.388 0.851 0.02
C 4.52064 2.53418 1.16770 -0.412 -0.279 -0.717 -0.25
C 5.89671 2.24925 1.26873 0.318 -0.311 -0.388 -0.65
C 6.21478 1.55476 0.13726 0.351 0.349 0.809 -0.42
O 5.14571 1.39835 -0.64066 -0.320 -0.199 -0.532 -0.29
H 1.91340 2.70148 0.98596 0.054 -0.100 -0.082 0.30
H -0.22031 3.13592 -0.18644 -0.029 -0.081 -0.073 0.35
H 0.46877 2.13839 -1.50163 -0.146 0.087 0.157 0.53
H -2.35795 0.02524 -1.81069 0.145 0.076 -0.029 0.41
H -1.39760 1.49526 -1.95055 -0.057 -0.163 0.056 0.70
H -2.46479 2.66605 1.00039 0.185 -0.037 0.151 0.53
H -4.81017 3.75776 1.26004 -0.096 0.112 0.140 0.40
H -6.42236 3.03409 -0.67788 -0.229 0.096 0.024 0.48
H -1.13060 -0.83584 1.46215 -0.099 -0.006 -0.262 0.85
H 0.76578 -1.49297 0.69861 -0.268 0.084 0.017 0.33
H 0.77406 -3.39419 -1.54546 0.101 0.065 0.115 0.65
H 1.99880 -0.97874 -1.71138 -0.044 -0.026 -0.105 0.26
H 2.87372 -2.42021 -2.23997 0.055 -0.042 -0.075 0.38
H 4.37683 -1.39192 -0.60817 0.031 0.107 0.057 0.50
H 3.03910 -1.09730 0.50414 -0.001 0.107 0.068 0.01
H 4.25238 -3.76815 -0.29116 0.062 -0.013 0.016 0.30
H 3.87259 -3.21062 1.33718 0.085 -0.063 0.009 0.38
H 1.61980 -3.87676 1.10858 -0.039 -0.073 -0.020 0.31
H 2.17837 -4.80841 -0.27448 -0.036 -0.057 0.040 0.32
H -3.54143 -2.03960 -1.14366 0.056 0.014 -0.033 0.54
H -5.98982 -1.97639 -0.71618 -0.087 -0.033 -0.051 0.41
H -6.81629 -0.78931 1.32446 -0.116 -0.051 -0.061 0.38
H -3.03676 0.15182 2.50124 0.184 0.042 0.027 0.45
H 3.93317 3.07264 1.88329 -0.184 0.110 0.103 0.45
H 6.55550 2.52002 2.06785 0.186 0.023 0.125 0.47
H 7.14106 1.13631 -0.20482 0.055 -0.087 -0.148 0.48
```
Forces are in eV/Å.

For the calculated total energy, the calculation gives -50296.445 eV. Its net charge is 0. For the LUMO energy, the calculation gives 0.58 eV. As for the maximum force: 0.01845 hartree/bohr. As for the SMILES: O=C(NCC(=O)N(Cc1cccs1)[C@H](C(=O)NC1CCCC1)c1cccnc1)c1ccco1. The calculation puts the relative energy (zero: lowest compared OMol25 entry of this formula, charge and spin) at 184.4 kJ/mol. Its gap between HOMO and LUMO is 9.33 eV.